# C22H40BF9IO6S

2 unconnected molecules or ions with the total composition C22H40BF9IO6S at a distorted geometry (wB97M-V/def2-TZVPD, OMol25).

Each line ends with the Mulliken charge.
CARTESIAN COORDINATES (ANGSTROEM)
C -4.01385 -1.38493 -3.52542  -0.710
C -4.60811 -0.18123 -4.25593  -0.426
O -4.34438 1.00936 -3.51688  -0.304
C -3.43471 1.87055 -4.18081  -0.461
C -2.88405 2.85268 -3.11726  -0.002
O -1.54634 3.19515 -3.48120  -0.488
C -0.60028 2.71725 -2.52978  -0.765
C -0.34120 1.21940 -2.71454  0.415
O 0.41954 0.75126 -1.64811  0.086
C 0.51976 -0.70603 -1.65586  -1.293
B 0.69516 -1.35001 -0.16049  1.017
C 1.26676 -2.90558 -0.34590  -1.005
C 0.39771 -3.82002 -1.25276  -0.451
C -0.36809 -4.87660 -0.39764  -1.023
I -0.59740 -6.75990 -1.43318  -0.081
C 1.90729 -0.50923 0.58107  -0.159
C 1.53024 0.24099 1.89183  -0.164
C 2.58226 1.38836 2.08912  -0.400
C 1.97301 2.58158 1.37705  0.198
O 1.03304 3.13958 1.77782  -0.528
O 2.52925 2.99862 0.17064  -0.611
C -0.70175 -1.44869 0.68538  -0.854
C -1.62479 -0.21715 0.47848  -0.433
C -2.73705 -0.13234 1.54875  1.248
F -2.16650 0.33890 2.65848  -0.325
F -3.20450 -1.36727 1.72121  -0.340
C -3.83740 0.80597 0.99780  0.541
F -3.28496 1.87237 0.46563  -0.316
F -4.46154 0.19805 0.02495  -0.349
S -5.09147 1.44222 2.26440  1.434
F -5.48253 2.66783 1.31036  -0.333
F -4.02820 2.35639 2.96633  -0.287
F -4.82753 0.23466 3.24183  -0.309
F -6.25834 0.59772 1.55712  -0.334
F -6.18494 1.95975 3.28481  -0.312
H -4.29390 -2.30879 -4.03804  0.447
H -4.39322 -1.40151 -2.50321  0.116
H -2.92462 -1.28484 -3.50634  0.087
H -5.69968 -0.29980 -4.27644  0.298
H -4.26467 -0.08749 -5.29095  0.367
H -3.94368 2.47644 -4.94634  0.275
H -2.59198 1.31767 -4.60549  0.405
H -3.51108 3.74332 -3.04241  0.389
H -2.87138 2.28086 -2.18506  -0.215
H 0.32781 3.28002 -2.67172  0.308
H -0.95700 2.93660 -1.51548  0.337
H -1.33448 0.73890 -2.72412  -0.339
H 0.16122 1.04282 -3.67900  0.260
H -0.32757 -1.11561 -2.23520  0.243
H 1.42583 -0.95550 -2.24484  0.333
H 2.31852 -2.87768 -0.66044  0.408
H 1.27712 -3.32770 0.67380  0.203
H 1.07346 -4.40028 -1.88586  0.512
H -0.36791 -3.29425 -1.82459  0.093
H 0.04159 -4.98754 0.60338  0.437
H -1.38379 -4.50178 -0.26461  0.355
H 2.38897 0.22841 -0.07856  0.150
H 2.71499 -1.20926 0.85745  -0.077
H 1.65417 -0.44781 2.73141  0.449
H 0.56226 0.73614 1.86623  -0.135
H 3.51580 1.17569 1.57318  0.332
H 2.74683 1.61802 3.13837  0.469
H 2.09126 2.46983 -0.52280  0.329
H -1.31240 -2.30474 0.35774  -0.019
H -0.55942 -1.61665 1.76323  0.146
H -2.06653 -0.31324 -0.51956  -0.055
H -1.06810 0.72159 0.46954  0.226
C 6.72102 -0.86551 3.04335  -0.646
C 7.41371 0.31468 3.71041  -0.553
C 6.40385 1.43106 3.48896  -0.512
O 5.11308 0.81823 3.46958  -0.303
C 5.26252 -0.60223 3.38315  0.071
H 7.06974 -1.83668 3.39342  0.369
H 6.86774 -0.81984 1.96131  0.293
H 7.53134 0.12154 4.78019  0.242
H 8.39597 0.54130 3.29589  0.345
H 6.56135 1.92299 2.52257  0.288
H 6.43425 2.18961 4.27303  0.283
H 4.99766 -1.03179 4.35584  0.225
H 4.57522 -0.99485 2.63174  -0.112

Computed properties:
maximum force = 3.47 eV Å⁻¹
net charge = -1
HOMO = -0.206 hartree
DFT total energy = -79815.8519 eV



# CH12O5

5 unconnected molecules or ions with the total composition CH12O5 at a distorted geometry (wB97M-V/def2-TZVPD, OMol25).

Each line ends with the Mulliken charge.
CARTESIAN COORDINATES (ANGSTROEM)
C -1.57912 -1.15314 -0.61327  -0.579
O -1.58691 -0.25249 0.49236  -0.488
H -1.49084 -0.62591 -1.54755  0.285
H -0.80273 -1.92485 -0.53650  0.240
H -2.46525 -1.77760 -0.55843  0.272
H -1.70672 0.63963 0.21301  0.232
H -0.45665 -0.34201 3.45420  0.290
H -0.34685 -0.37386 1.94880  0.412
O 0.16819 -0.53643 2.75638  -0.660
H 1.55606 -0.05843 -1.52073  0.382
H 2.07006 0.68829 -2.82490  0.281
O 1.32292 0.55474 -2.24451  -0.673
H -0.67976 2.27319 -0.43993  0.290
H 0.60783 1.63569 -1.00623  0.399
O 0.18695 1.93270 -0.18745  -0.689
H 1.83550 -0.77760 1.41364  0.348
H 1.37694 0.43151 0.64179  0.345
O 1.99037 -0.33343 0.55931  -0.685

Computed properties:
maximum force = 1.45 eV Å⁻¹
HOMO = -0.392 hartree
SMILES = CO.O.O.O.O
DFT total energy = -11469.0847 eV
ΔE to the lowest compared entry with this formula, charge and spin = 0.4005 eV



# C47H46As3N2SSeV

A molecular structure, C47H46As3N2SSeV (wB97M-V/def2-TZVPD, OMol25).

Each line ends with the Mulliken spin population.
CARTESIAN COORDINATES (ANGSTROEM)
V 0.11993 -0.12102 0.52221  2.766
C 0.41387 0.46916 4.93137  -0.011
C -0.07508 0.25220 3.63965  0.055
N 0.70728 0.17090 2.57833  -0.066
C 2.04374 0.30550 2.75487  0.026
C 2.62437 0.52947 4.01004  -0.018
C 1.76511 0.60764 5.11884  0.020
C 4.04568 0.67612 4.11535  0.001
C 4.83175 0.59546 3.02059  -0.006
C 4.26583 0.36096 1.72569  -0.015
C 5.04527 0.24933 0.56342  0.018
C 4.42688 0.02287 -0.63825  -0.003
C 3.03400 -0.07095 -0.67537  0.073
N 2.26947 0.03316 0.39709  -0.111
C 2.87755 0.22737 1.59206  0.004
H -0.27943 0.52451 5.75877  -0.001
H -1.13617 0.14455 3.45108  0.007
H 2.17856 0.77562 6.10573  0.000
H 4.47324 0.85077 5.09463  0.000
H 5.90606 0.70431 3.09947  0.000
H 6.12263 0.33885 0.63113  -0.001
H 4.98900 -0.08225 -1.55539  0.000
H 2.53056 -0.24165 -1.61535  -0.024
C -0.17095 2.97090 -1.60802  -0.002
C 0.18305 1.88838 -2.62429  -0.019
As -0.32006 0.04894 -2.08999  0.095
C 0.62980 -0.93485 -3.47721  0.007
C 0.58781 -0.50232 -4.80280  -0.007
C 1.25853 -1.20723 -5.78892  0.000
C 1.96797 -2.35708 -5.46181  0.000
C 2.00170 -2.79966 -4.14904  0.000
C 1.33390 -2.09144 -3.15635  0.023
C -2.14035 -0.10252 -2.75776  0.012
C -2.50448 -1.15242 -3.59633  -0.008
C -3.82160 -1.29152 -4.01360  0.001
C -4.78369 -0.38133 -3.59986  -0.001
C -4.42615 0.66777 -2.76335  0.001
C -3.11243 0.80230 -2.33909  0.013
As 0.18390 2.46633 0.26135  0.080
C -0.87360 3.78771 1.20959  0.021
C -0.59903 5.14355 1.03644  -0.003
C -1.35423 6.09896 1.69660  0.000
C -2.38612 5.70693 2.54041  0.000
C -2.65851 4.36042 2.72185  0.000
C -1.90360 3.40014 2.05875  0.008
C 1.94932 3.18803 0.61037  -0.005
C 2.91240 3.29942 -0.38449  0.004
C 4.19657 3.72802 -0.07101  0.002
C 4.52376 4.04397 1.23872  -0.001
C 3.56315 3.93929 2.23724  0.001
C 2.28191 3.51258 1.92498  -0.002
H -1.23738 3.20101 -1.63203  -0.001
H 0.35615 3.90140 -1.82602  0.000
H 1.26280 1.83567 -2.78388  -0.003
H -0.27352 2.10893 -3.58940  -0.001
H 0.01762 0.37858 -5.07364  0.000
H 1.22276 -0.86485 -6.81501  0.000
H 2.48638 -2.90971 -6.23476  0.000
H 2.54205 -3.70176 -3.89104  0.000
H 1.34929 -2.44721 -2.13047  0.005
H -1.76376 -1.86951 -3.92670  0.000
H -4.09226 -2.10910 -4.66937  0.000
H -5.80863 -0.48543 -3.93183  0.000
H -5.17146 1.38216 -2.43703  0.000
H -2.85839 1.60763 -1.66111  0.007
H 0.21392 5.45604 0.39102  -0.001
H -1.13687 7.14979 1.55587  0.000
H -2.97326 6.45406 3.05865  0.000
H -3.46087 4.05220 3.37999  0.000
H -2.12367 2.35182 2.20944  -0.004
H 2.66987 3.06107 -1.41443  -0.002
H 4.93851 3.82061 -0.85412  0.000
H 5.52312 4.38232 1.48101  0.000
H 3.81085 4.19896 3.25872  0.000
H 1.53138 3.44886 2.70594  0.000
Se 0.87272 -2.63525 0.60179  0.045
C -0.05784 -4.28615 0.30170  0.011
C -0.34509 -4.71122 -0.99619  0.004
C -0.96439 -5.93074 -1.22593  0.003
C -1.30138 -6.75683 -0.16111  -0.005
C -0.99245 -6.35693 1.13133  0.003
C -0.37107 -5.13558 1.35965  -0.004
H -0.08309 -4.07588 -1.83440  0.006
H -1.17770 -6.24029 -2.24176  0.000
H -1.77906 -7.71152 -0.33864  0.000
H -1.22252 -7.00453 1.96876  0.000
H -0.10854 -4.84485 2.36904  -0.002
C -2.99064 -2.84157 -0.63181  0.014
As -3.24169 -1.86710 1.00321  -0.008
C -2.61995 -2.87961 2.51332  0.004
C -5.14512 -1.66605 1.21863  0.001
S -2.37768 0.06334 0.97791  -0.012
H -3.07990 -3.91022 -0.44086  0.000
H -1.99470 -2.62507 -1.00809  0.002
H -3.74427 -2.50584 -1.34335  0.000
H -2.89801 -3.92562 2.40072  0.000
H -3.07631 -2.45758 3.40760  0.000
H -1.53572 -2.78615 2.55308  0.003
H -5.62307 -2.64472 1.20919  0.001
H -5.52058 -1.06060 0.39623  -0.001
H -5.34557 -1.16313 2.16185  -0.001

Computed properties:
maximum force = 0.52 eV Å⁻¹
net charge = +1
⟨S²⟩ = 3.77
HOMO (spin up / spin down) = -0.334 / -0.343 hartree
DFT total energy = -336849.4393 eV
spin multiplicity = 4
ΔE to the lowest compared entry with this formula, charge and spin = 0.0000 eV



# C38H87N2O4S

6 unconnected molecules or ions with the total composition C38H87N2O4S at a distorted geometry (wB97M-V/def2-TZVPD, OMol25).

Each line ends with the Mulliken charge.
CARTESIAN COORDINATES (ANGSTROEM)
C 3.62929 1.27844 -4.48150  0.318
C 3.11828 0.45364 -3.78695  -1.016
N 2.36885 -0.44230 -2.98044  0.347
C 1.32178 0.33585 -2.18277  -0.445
C -0.10002 -0.04408 -2.60182  -0.995
C -0.55094 -1.42777 -2.10803  0.134
S -0.93843 -1.54995 -0.34838  0.933
O -2.25729 -1.05178 -0.04152  -0.553
O -0.87519 -2.97357 -0.03994  -0.423
O 0.18573 -0.83007 0.58712  -0.322
C 3.32108 -1.17434 -2.07452  -0.774
C 4.27061 -2.11220 -2.83663  -0.024
O 4.95198 -2.87988 -1.87500  -0.547
C 3.50726 -3.03275 -3.86789  -0.190
N 3.80180 -4.46042 -3.66587  -0.510
H 3.92689 2.03502 -5.17046  0.516
H 1.89413 -1.09776 -3.60790  0.595
H 1.53883 0.21383 -1.12490  0.291
H 1.46447 1.39095 -2.40152  0.372
H -0.10804 -0.08322 -3.69808  0.514
H -0.76918 0.76500 -2.31624  0.146
H 0.12599 -2.23543 -2.39412  -0.418
H -1.49856 -1.65511 -2.59853  0.610
H 0.99249 -1.34239 0.45259  0.193
H 2.74825 -1.76249 -1.35315  0.289
H 3.90134 -0.43465 -1.52552  0.328
H 5.01630 -1.53383 -3.37650  0.568
H 4.30610 -3.24909 -1.27256  0.380
H 3.88596 -2.77617 -4.85732  0.290
H 2.40928 -2.89354 -3.84203  -0.071
H 3.42208 -4.95203 -4.46677  0.385
H 3.24354 -4.78120 -2.88176  -0.059
C -0.93424 -0.49684 3.72746  -1.088
C -0.55405 0.98083 3.74892  0.591
C 0.95272 1.21938 3.83061  -0.425
C 1.62781 0.67897 5.09204  -0.871
C 1.06285 1.21690 6.40527  -0.414
C 1.21639 2.72691 6.55892  -1.184
H -0.64029 -1.00246 4.64836  0.453
H -2.01478 -0.60890 3.62348  0.409
H -0.46482 -1.00553 2.88766  0.035
H -1.06347 1.47820 4.57818  0.430
H -0.92661 1.45210 2.83662  -0.622
H 1.14496 2.29333 3.74594  0.416
H 1.43204 0.75907 2.95723  0.007
H 2.69577 0.91499 5.04162  0.428
H 1.56290 -0.41318 5.10105  0.297
H 1.58508 0.72588 7.23007  0.411
H 0.00928 0.94291 6.50550  0.236
H 2.26609 3.02067 6.49473  0.293
H 0.83712 3.05193 7.52828  0.386
H 0.66171 3.27013 5.79182  0.271
C -2.27012 6.79941 1.60371  -1.368
C -1.31069 5.90103 0.82935  -0.169
C -1.92333 5.31193 -0.44014  -0.424
C -3.13099 4.40098 -0.21426  -1.114
C -2.87382 3.20782 0.70401  -0.806
C -1.81801 2.24889 0.16889  -0.492
H -3.13931 6.24705 1.96364  0.403
H -1.77073 7.22879 2.47329  0.412
H -2.62250 7.62236 0.97849  0.244
H -0.94667 5.10327 1.48393  0.149
H -0.43218 6.48780 0.54647  0.337
H -1.14671 4.76182 -0.98359  0.351
H -2.22658 6.13061 -1.10056  0.360
H -3.47530 4.03433 -1.18706  0.380
H -3.95873 4.98668 0.19316  0.413
H -3.81064 2.66005 0.83027  0.433
H -2.58335 3.54991 1.70070  0.259
H -2.10562 1.86674 -0.81573  0.333
H -1.70329 1.39615 0.83662  -0.017
H -0.84126 2.73505 0.08138  0.361
C 1.61020 -9.31774 -1.06991  -1.187
C 1.84019 -8.56610 -2.37739  -0.671
C 2.32962 -7.13378 -2.17420  -0.507
C 1.35913 -6.22134 -1.42093  -0.134
C -0.02636 -6.08615 -2.04867  0.043
C 0.00069 -5.46842 -3.44358  -0.939
H 0.82652 -8.85407 -0.46833  0.232
H 1.30449 -10.34487 -1.26970  0.406
H 2.52399 -9.35059 -0.47339  0.294
H 0.92189 -8.57369 -2.97089  0.246
H 2.58746 -9.10496 -2.96492  0.445
H 2.55907 -6.69760 -3.15338  0.100
H 3.27798 -7.15759 -1.62722  0.452
H 1.81110 -5.22205 -1.34216  -0.041
H 1.24612 -6.57778 -0.39411  0.408
H -0.63703 -5.45382 -1.39860  -0.047
H -0.52535 -7.05694 -2.08743  0.400
H 0.47032 -4.47698 -3.42145  -0.212
H -1.01297 -5.34987 -3.82942  0.428
H 0.54967 -6.08912 -4.15322  0.354
C -2.76108 -7.30060 4.73570  -1.184
C -3.80038 -7.02918 3.65233  -0.432
C -3.21664 -7.01247 2.24093  -0.887
C -2.17069 -5.92593 1.98651  -0.017
C -2.64484 -4.49593 2.24146  0.108
C -3.79701 -4.06959 1.33799  -1.222
H -2.00223 -6.51716 4.77309  0.275
H -3.23464 -7.34499 5.71736  0.388
H -2.25861 -8.25468 4.56314  0.292
H -4.31116 -6.08577 3.86332  0.225
H -4.56593 -7.80791 3.69928  0.398
H -4.03463 -6.90658 1.52236  0.324
H -2.76115 -7.98660 2.03435  0.425
H -1.83364 -6.00671 0.94669  -0.255
H -1.28736 -6.11984 2.60325  0.351
H -1.80524 -3.81998 2.07363  -0.102
H -2.93222 -4.37183 3.28980  0.406
H -3.51102 -4.15783 0.28749  0.162
H -4.06089 -3.02790 1.52929  0.311
H -4.69610 -4.66543 1.50471  0.442
C 1.27296 10.38580 -4.27469  -1.185
C 1.76179 10.24249 -2.83664  -0.459
C 1.42154 8.89118 -2.21079  -0.845
C -0.07349 8.59091 -2.09113  0.003
C -0.87716 9.61775 -1.29438  -0.462
C -0.43821 9.73423 0.16203  -1.128
H 0.18517 10.33152 -4.33936  0.285
H 1.57772 11.34797 -4.68788  0.382
H 1.69228 9.60139 -4.90882  0.287
H 1.35510 11.05509 -2.22926  0.241
H 2.84791 10.36525 -2.82249  0.381
H 1.88511 8.83435 -1.22139  0.327
H 1.88727 8.09790 -2.80595  0.412
H -0.19237 7.60697 -1.62410  -0.208
H -0.50866 8.50170 -3.09116  0.365
H -1.93078 9.32444 -1.32049  0.365
H -0.82222 10.59828 -1.77404  0.356
H -0.51703 8.77118 0.66785  0.131
H -1.07141 10.44594 0.69356  0.352
H 0.59194 10.08337 0.24793  0.362

Computed properties:
maximum force = 5.28 eV Å⁻¹
net charge = +1
HOMO = -0.447 hartree
DFT total energy = -62813.0149 eV